Record 1
The following is a quantum chemistry calculation of a 4-piece molecular cluster, C28H59INO18P5 overall at a distorted geometry, from OMol25.

Structure (ORCA input):
```
! RIJCOSX wB97M-V def2-TZVPD def2/J DEFGRID3
* xyz 0 1
C -5.60320 -1.07398 5.49790
C -6.40322 -0.97059 4.13896
P -5.31486 -0.82887 2.62057
C -6.46043 -1.16308 1.16802
C -4.10269 -2.29749 2.64853
O -2.77258 -1.84524 2.93476
C -1.78686 -2.35717 2.07156
O -2.08700 -2.13924 0.68341
C -1.33243 -3.83920 2.35635
C -2.32905 -4.97767 1.92772
C -2.46549 -5.21313 0.37600
O -3.29384 -6.39765 0.20127
C -0.47583 -1.44674 2.35346
O 0.19243 -1.04248 1.16292
C -0.13923 0.29109 0.75153
C 0.17980 0.34350 -0.81178
C -0.55800 1.53587 -1.53245
C -0.04000 1.51634 -3.03312
O 0.76525 0.69485 -3.39346
N -0.51952 2.49077 -3.99549
C -1.60383 1.99808 -4.81051
C -1.95538 0.58252 -4.87790
C -3.04771 0.13876 -5.76493
C -3.72792 1.16755 -6.53490
C -3.42345 2.58783 -6.45390
C -2.34692 3.01711 -5.58224
P -0.85300 -0.00855 3.56451
O 0.57836 0.90775 3.73587
I -1.16799 -0.96839 5.84540
H -5.26850 -2.12425 5.72666
H -6.33505 -0.82484 6.32107
H -4.76284 -0.34348 5.58774
H -7.02748 -1.91491 4.07839
H -7.15691 -0.13362 4.14314
H -6.38180 -2.26338 0.92816
H -6.28402 -0.51059 0.28333
H -7.52148 -1.01810 1.52526
H -4.43162 -2.91646 3.54122
H -4.20879 -2.96552 1.76200
H -1.46101 -2.69691 0.18436
H -0.38896 -3.99630 1.74837
H -0.99797 -3.94283 3.42757
H -1.91414 -5.93961 2.35261
H -3.36170 -4.88938 2.35048
H -1.49250 -5.29556 -0.16234
H -3.09678 -4.36375 -0.02160
H -4.17189 -6.09576 0.49453
H 0.26048 -2.09820 2.91757
H 0.49583 1.09290 1.20557
H -1.24313 0.52014 0.82293
H 1.27982 0.56745 -0.88724
H -0.04102 -0.65207 -1.27184
H -1.67554 1.44472 -1.49991
H -0.26913 2.53909 -1.10888
H -0.73820 3.39106 -3.55737
H -1.44549 -0.21027 -4.29303
H -3.32606 -0.93377 -5.84188
H -4.54001 0.84533 -7.23554
H -3.96278 3.35662 -7.04423
H -2.04566 4.08688 -5.46308
H 1.32972 0.28013 3.77166
C -0.19883 5.96378 -2.32147
O -0.70791 6.64527 -1.17439
P 0.20005 6.38902 0.25615
O -0.81961 5.42821 0.83060
O -0.05168 7.92031 0.76468
C -1.09149 8.74916 0.26465
O 1.34749 6.19916 1.47924
C 0.88782 6.17460 2.82476
H -0.84930 6.16725 -3.17271
H 0.80772 6.31687 -2.55294
H -0.17732 4.88368 -2.13985
H -2.05103 8.23175 0.28681
H -0.85150 9.08016 -0.74622
H -1.15685 9.62870 0.90460
H 0.34862 5.25082 3.03014
H 0.25889 7.03686 3.04459
H 1.76549 6.20905 3.47101
C 7.61084 0.91204 3.15970
O 6.90261 0.50997 1.98205
P 5.32343 -0.08232 2.27112
O 5.73244 -1.52528 2.06427
O 4.74950 0.58817 0.89739
C 5.58057 0.99553 -0.18206
O 3.73193 -0.40616 2.73900
C 3.01614 -1.38357 1.99670
H 8.60587 1.25048 2.87157
H 7.08841 1.73357 3.65385
H 7.70899 0.06975 3.85140
H 6.27183 0.20200 -0.46642
H 6.12032 1.90469 0.08530
H 4.93906 1.21770 -1.03445
H 3.40441 -2.38210 2.20013
H 3.05195 -1.17417 0.92789
H 1.98239 -1.35156 2.31918
C 5.58382 -5.36435 -3.80315
O 5.07304 -4.49285 -2.78943
P 3.77627 -3.49725 -3.29768
O 4.64770 -2.26245 -3.39353
O 3.04012 -3.60953 -1.84129
C 3.71213 -4.00810 -0.65380
O 2.37575 -2.79052 -3.92124
C 2.03477 -1.48261 -3.46360
H 6.41423 -5.93555 -3.38841
H 4.80789 -6.05868 -4.13211
H 5.94427 -4.78405 -4.65819
H 4.63377 -3.44209 -0.51368
H 3.91426 -5.07956 -0.68098
H 3.05131 -3.80733 0.18943
H 2.72611 -0.74411 -3.86332
H 2.02009 -1.43789 -2.37511
H 1.04244 -1.25377 -3.83383
*
```

- structure (SMILES) = CCP(C)CO[C@](O)(CCCO)[C@@H](OCCCC(=O)Nc1ccccc1)P(O)I.COP(=O)(OC)OC.COP(=O)(OC)OC.COP(=O)(OC)OC

Atom charges from the Mulliken analysis, given in e for atoms 1 to 8:
1 C -0.99
2 C -0.57
3 P 0.00
4 C -1.03
5 C -0.63
6 O 0.07
7 C 0.87
8 O -0.49


Record 2
The following is a quantum chemistry calculation of a 3-piece molecular cluster, C28H60BF13N7O2P2 overall at a distorted geometry, from OMol25.

Structure (ORCA input):
```
! RIJCOSX wB97M-V def2-TZVPD def2/J DEFGRID3
* xyz -1 1
C -6.12114 -2.52587 0.10855
C -5.18455 -1.21318 0.41187
C -4.44921 -0.63995 -0.97680
C -3.21377 0.30286 -0.47229
B -1.85510 0.22521 -1.45520
C -1.02264 -1.09329 -0.95185
C -1.55965 -2.52606 -1.62793
C -2.29458 0.16769 -3.07332
C -0.96596 0.05217 -4.07566
N -0.45376 1.39691 -4.54779
C -1.10446 1.67096 -1.25171
C 0.52389 1.65903 -1.37642
C 1.29560 1.63540 0.10933
F 0.34317 0.97433 1.02604
F 1.50814 3.10122 0.41590
C 2.78304 0.97656 0.02249
F 2.88117 -0.21450 -0.90227
F 3.63504 2.01967 -0.67122
C 3.54919 0.73396 1.46709
F 4.87518 0.13448 1.03002
F 3.93218 2.07225 1.96157
C 2.90932 -0.31898 2.48223
F 2.07821 -1.30074 1.68275
F 4.04511 -1.18455 2.99075
C 2.03579 0.08738 3.74737
F 0.63476 -0.45233 3.56377
F 2.54821 -0.69130 4.94059
C 1.89139 1.61197 4.23993
F 3.21664 2.06370 4.80893
F 0.96616 1.60355 5.43619
F 1.30053 2.57927 3.29129
H -7.12060 -2.38361 0.71966
H -6.32398 -2.52157 -1.06703
H -5.54832 -3.47827 0.47728
H -5.78963 -0.32400 0.93008
H -4.29435 -1.44529 1.17279
H -4.16000 -1.52446 -1.68390
H -5.29199 -0.01800 -1.52598
H -3.58637 1.43186 -0.58197
H -2.93713 0.18582 0.67409
H -1.22235 -1.19485 0.21789
H 0.12879 -1.07995 -1.14917
H -0.72943 -3.32502 -1.31502
H -1.54510 -2.50584 -2.80344
H -2.56032 -2.90745 -1.15702
H -2.91419 1.15300 -3.31164
H -2.96391 -0.75524 -3.33431
H -1.34278 -0.54329 -5.03907
H -0.14329 -0.61467 -3.57072
H -1.21296 1.77975 -5.18094
H 0.39334 1.20686 -5.16147
H -1.51690 2.18042 -0.25359
H -1.50332 2.37791 -2.12706
H 0.83077 0.76770 -2.06668
H 0.82565 2.65004 -1.96638
O 2.75357 0.36846 -6.88112
P 2.67492 -0.36097 -8.24468
N 3.96541 -1.38382 -7.85598
C 5.33536 -1.30161 -8.30852
C 3.77544 -2.33234 -6.76393
N 3.24180 1.00229 -9.13792
C 4.38409 1.02933 -10.03974
C 3.11026 2.32521 -8.51793
N 2.58450 -1.19950 -9.81219
C 1.31801 -0.81418 -10.47659
C 2.62970 -2.66778 -9.87431
H 5.39623 -1.30958 -9.39904
H 5.93691 -2.16802 -8.00306
H 5.83343 -0.40700 -7.91623
H 3.09460 -3.12714 -7.07666
H 3.34331 -1.85088 -5.88098
H 4.70075 -2.81642 -6.43400
H 5.32783 1.13872 -9.49782
H 4.30854 1.87586 -10.73350
H 4.44433 0.15097 -10.68630
H 3.88125 2.48802 -7.75207
H 2.12259 2.44602 -8.05978
H 3.19419 3.13027 -9.25754
H 0.45381 -1.18682 -9.91477
H 1.27161 -1.20059 -11.49962
H 1.21892 0.27398 -10.55288
H 1.87007 -3.12087 -9.22962
H 3.60952 -3.06954 -9.60258
H 2.46468 -3.01860 -10.90024
O -3.85193 0.19073 8.18631
P -2.38990 0.10767 8.68942
N -2.87588 -0.24592 10.27103
C -2.91076 0.64042 11.41187
C -3.56292 -1.51168 10.50376
N -2.11126 1.80167 8.51512
C -1.65059 2.71224 9.55315
C -2.98599 2.54531 7.60208
N -0.70919 0.01218 9.26778
C 0.18951 -0.02013 8.09085
C -0.27842 -1.10454 10.12167
H -1.93211 1.08771 11.59938
H -3.14774 0.11878 12.34865
H -3.66033 1.43015 11.28234
H -2.85550 -2.33945 10.41770
H -4.36174 -1.67808 9.77414
H -4.02404 -1.58782 11.49419
H -2.46785 3.03193 10.20597
H -1.21755 3.61708 9.10888
H -0.84693 2.29729 10.16562
H -3.96805 2.73870 8.05556
H -3.12884 1.99745 6.66430
H -2.54977 3.51026 7.31791
H 0.04406 -0.94085 7.51425
H 1.23998 0.05081 8.39009
H 0.00234 0.82427 7.41878
H -0.51080 -2.07200 9.66563
H -0.72513 -1.06717 11.11884
H 0.80219 -1.06014 10.30372
*
```

Atom charges from the Mulliken analysis, given in e for atoms 1 to 8:
1 C -0.90
2 C -0.37
3 C -0.45
4 C -0.71
5 B 0.18
6 C 0.34
7 C -1.00
8 C -0.43


Record 3
The following is a quantum chemistry calculation of a 12-piece molecular cluster, C28H60N4O32 overall at a distorted geometry, from OMol25.

Structure (ORCA input):
```
! RIJCOSX wB97M-V def2-TZVPD def2/J DEFGRID3
* xyz 0 1
C 6.00466 -4.72379 -0.70540
O 4.94127 -4.07657 -1.35301
C 3.86425 -3.71678 -0.73610
O 3.64405 -3.72706 0.44850
O 3.02304 -3.15198 -1.69705
C 1.81437 -2.59181 -1.26867
H 5.64753 -5.50685 -0.03653
H 6.46734 -4.06043 0.02534
H 6.77061 -5.02772 -1.41888
H 1.33457 -3.19443 -0.49749
H 1.13398 -2.54556 -2.11899
H 2.04025 -1.59656 -0.88582
C -1.07809 6.29516 -6.14652
O -1.36697 5.97796 -4.76391
C -0.58339 5.08183 -4.11358
O 0.29966 4.36704 -4.52576
O -0.96401 5.09632 -2.84399
C -0.31384 4.19289 -1.90998
H -1.18994 5.35366 -6.68425
H -0.11230 6.78727 -6.26129
H -1.73857 7.06116 -6.55287
H 0.63558 3.89828 -2.35708
H -0.85186 3.30381 -1.58104
H 0.07685 4.88976 -1.16850
C 2.25749 0.18824 5.82223
O 3.24479 -0.79107 5.71462
C 2.99995 -1.98463 5.18899
O 3.76768 -2.93056 5.35193
O 1.84611 -1.97554 4.50479
C 1.45389 -3.03519 3.71538
H 2.70847 1.15521 5.59938
H 1.88283 0.08237 6.84033
H 1.33078 0.18634 5.24837
H 2.33474 -3.40704 3.19200
H 0.72039 -2.73275 2.96798
H 1.11322 -3.85008 4.35412
C 3.71037 0.23877 -0.12040
O 4.67769 1.16562 0.35598
C 5.11474 2.19579 -0.39762
O 5.11522 2.27518 -1.61854
O 5.82036 2.97767 0.32432
C 6.36654 4.15707 -0.31522
H 4.08861 -0.73144 -0.44248
H 2.99451 0.66433 -0.82363
H 2.99000 0.14869 0.69265
H 5.59268 4.67321 -0.88339
H 7.17478 4.00514 -1.03060
H 6.53072 5.02672 0.32106
C -2.62909 -1.39319 7.96678
O -2.16150 -0.47865 6.92763
C -2.91747 -0.15243 5.88467
O -4.03527 -0.62979 5.72920
O -2.14479 0.66534 5.10193
C -2.50062 0.63913 3.73686
H -2.58163 -2.37148 7.48847
H -3.65793 -1.24026 8.29265
H -1.98124 -1.44868 8.84161
H -3.05343 1.55736 3.53848
H -3.12300 -0.22193 3.49333
H -1.57816 0.79952 3.17879
C 4.61040 3.50424 4.46017
O 4.13026 3.85291 3.19814
C 3.01297 3.30981 2.76319
O 2.36653 2.50079 3.34958
O 2.79648 3.75027 1.58376
C 1.78229 3.12767 0.78061
H 5.41173 4.20374 4.69821
H 5.19404 2.60053 4.28475
H 3.92788 3.38185 5.30117
H 1.85620 2.05413 0.60700
H 1.69430 3.44290 -0.25910
H 0.83103 3.44307 1.20924
C -3.51488 -2.84532 -2.58572
O -2.50540 -3.57915 -3.19199
C -1.44600 -4.07626 -2.52981
O -1.19013 -3.97013 -1.32006
O -0.69330 -4.68818 -3.44951
C 0.48129 -5.33261 -3.04024
H -3.61422 -3.13868 -1.54065
H -4.47027 -2.90407 -3.10714
H -3.29351 -1.78203 -2.49351
H 1.09545 -5.43941 -3.93440
H 0.10845 -6.23756 -2.56047
H 1.19897 -4.86351 -2.36721
C -3.65847 1.59634 -1.63075
O -3.57713 2.22923 -2.86384
C -4.28948 1.62351 -3.91585
O -4.55584 0.43310 -3.86816
O -4.53529 2.49058 -4.94984
C -3.89748 3.77552 -5.08840
H -3.48156 0.54244 -1.84549
H -4.68617 1.61845 -1.26821
H -2.76441 1.76258 -1.02980
H -2.91943 3.76832 -4.60731
H -4.53189 4.48567 -4.55801
H -3.74156 3.86859 -6.16317
C -1.59423 -0.84772 0.34135
N -0.31263 -0.03618 0.45686
O -0.31577 1.06170 -0.11762
O 0.66051 -0.61777 0.93675
H -1.90104 -1.20276 -0.64248
H -2.44606 -0.18248 0.48250
H -1.46986 -1.66027 1.05716
C -6.76890 -1.61776 -1.95472
N -6.23627 -0.70435 -0.96547
O -6.93147 0.25350 -0.61847
O -5.07782 -0.82700 -0.57538
H -7.81302 -1.89278 -1.80548
H -6.23869 -2.56940 -1.91785
H -6.67663 -1.11262 -2.91619
C -2.15495 -4.83153 2.15442
N -2.83985 -3.51147 2.18472
O -3.41084 -3.15965 1.16844
O -2.69437 -2.88337 3.19730
H -2.51431 -5.24230 3.09794
H -1.10030 -4.57355 2.05823
H -2.62628 -5.29220 1.28624
C 1.18741 0.45938 -4.48540
N -0.10761 -0.24809 -4.23905
O -0.77733 -0.64612 -5.14385
O -0.47329 -0.19641 -3.05064
H 1.45283 0.45394 -5.54257
H 1.97227 -0.15437 -4.04337
H 1.10526 1.45971 -4.06031
*
```

- structure (SMILES) = C[N+](=O)[O-].C[N+](=O)[O-].C[N+](=O)[O-].C[N+](=O)[O-].COC(=O)OC.COC(=O)OC.COC(=O)OC.COC(=O)OC.COC(=O)OC.COC(=O)OC.COC(=O)OC.COC(=O)OC

Atom charges from the Mulliken analysis, given in e for atoms 1 to 8:
1 C -0.70
2 O -0.37
3 C 0.82
4 O -0.54
5 O -0.37
6 C 0.26
7 H 0.31
8 H 0.32


Record 4
The following is a quantum chemistry calculation of a 7-piece molecular cluster, C28H61B2NO20 overall, from OMol25.

Structure (ORCA input):
```
! RIJCOSX wB97M-V def2-TZVPD def2/J DEFGRID3
* xyz 0 1
C 0.01491 1.09313 4.76136
C -0.09455 -0.18032 5.61666
C -0.79525 -1.35251 4.92130
C -0.14789 -1.68230 3.56641
B -2.35542 -1.19337 4.79652
O -3.04773 -2.36916 4.63389
B -3.22454 0.28381 4.81154
N -3.56240 1.00080 3.62673
O -3.72363 0.80999 6.00200
H -0.58774 1.03363 3.85859
H 1.03883 1.35356 4.51483
H -0.38795 1.94113 5.31693
H -0.56349 0.04990 6.57429
H 0.91514 -0.51531 5.86286
H -0.63501 -2.24146 5.54128
H 0.93322 -1.76207 3.68449
H -0.35831 -0.93257 2.80654
H -0.50800 -2.64861 3.21980
H -3.93679 -2.30421 4.99270
H -2.99358 0.72918 2.83591
H -3.46980 2.00298 3.75085
H -3.03731 0.81512 6.67211
C 3.62732 5.12329 1.18417
C 3.57284 3.94771 0.23463
O 2.67752 2.92500 0.70729
C 1.38855 3.13977 0.46119
O 0.91874 4.08286 -0.12213
O 0.69226 2.12116 0.96864
C -0.72167 2.23808 0.79654
H 3.88052 4.78717 2.18990
H 4.38239 5.83604 0.85343
H 2.66594 5.63346 1.22529
H 4.54074 3.45610 0.16642
H 3.27557 4.25607 -0.76661
H -0.97349 2.41019 -0.24740
H -1.11173 3.04988 1.40933
H -1.14832 1.29468 1.12616
C -0.10143 4.82226 -2.90307
C -0.22515 5.20274 -4.35966
O 0.68375 4.44646 -5.18222
C 0.27067 3.22112 -5.49178
O -0.77865 2.71929 -5.17254
O 1.21833 2.63287 -6.22086
C 0.92309 1.28662 -6.60606
H 0.92617 4.91979 -2.55951
H -0.73497 5.46314 -2.29052
H -0.40622 3.78765 -2.74708
H 0.04927 6.24362 -4.51700
H -1.24171 5.06643 -4.72671
H -0.04164 1.22646 -7.10363
H 0.92978 0.63249 -5.73613
H 1.70928 0.98796 -7.29213
C -2.16678 -5.59973 7.08935
C -3.42376 -4.76028 7.12791
O -4.52747 -5.48204 7.70196
C -4.55401 -5.51698 9.03219
O -3.76632 -4.98983 9.77545
O -5.61185 -6.23640 9.40697
C -5.75738 -6.38297 10.82242
H -2.35646 -6.54134 6.57375
H -1.37796 -5.06371 6.56183
H -1.82014 -5.82579 8.09700
H -3.74112 -4.51084 6.11866
H -3.26561 -3.83298 7.67734
H -5.74769 -5.41346 11.31445
H -4.95979 -7.00569 11.22347
H -6.71674 -6.86798 10.97193
C -4.98581 7.86256 1.00314
C -5.09461 8.18123 -0.47129
O -4.17099 7.40298 -1.25130
C -4.56539 6.16059 -1.52714
O -5.60994 5.65670 -1.20410
O -3.59960 5.56727 -2.22761
C -3.86778 4.20680 -2.58100
H -3.95653 7.98303 1.34209
H -5.62423 8.53224 1.57904
H -5.29440 6.83701 1.20115
H -4.81854 9.21511 -0.66753
H -6.10651 8.02136 -0.84005
H -4.82407 4.10971 -3.08871
H -3.86038 3.57633 -1.69306
H -3.06445 3.90378 -3.24731
C 0.84754 -5.16740 -5.84612
C 0.56753 -4.53844 -7.19275
O 1.21963 -3.26288 -7.32549
C 2.50901 -3.31545 -7.65387
O 3.15317 -4.31026 -7.86196
O 2.97036 -2.06447 -7.71059
C 4.36667 -1.96918 -8.00807
H 0.57814 -4.48059 -5.04310
H 0.26705 -6.08260 -5.73233
H 1.90384 -5.41434 -5.74662
H -0.49185 -4.32034 -7.30883
H 0.87440 -5.19005 -8.00918
H 4.61547 -2.52592 -8.90796
H 4.95490 -2.34024 -7.17103
H 4.58415 -0.91626 -8.15985
C 4.43947 -3.16265 -4.33545
C 5.13338 -2.58064 -3.12473
O 5.77385 -3.60015 -2.34063
C 6.96296 -3.99706 -2.79092
O 7.53673 -3.56826 -3.75919
O 7.41485 -4.95326 -1.98084
C 8.68202 -5.50005 -2.35842
H 3.74642 -3.95052 -4.03813
H 3.88184 -2.38601 -4.86146
H 5.16053 -3.59958 -5.02585
H 4.41591 -2.11787 -2.45031
H 5.86432 -1.82539 -3.40978
H 9.42024 -4.71209 -2.48586
H 8.58952 -6.06905 -3.28161
H 8.97377 -6.15734 -1.54558
*
```

- structure (SMILES) = CC[C@H](C)B(O)B(N)O.CCOC(=O)OC.CCOC(=O)OC.CCOC(=O)OC.CCOC(=O)OC.CCOC(=O)OC.CCOC(=O)OC

Atom charges from the Mulliken analysis, given in e for atoms 1 to 8:
1 C -0.79
2 C -0.81
3 C 0.63
4 C -1.42
5 B 0.75
6 O -0.70
7 B -0.11
8 N -0.59


Sequential HOMO energy output: -8.01, -4.83, -10.24, -9.25 eV